The following is a quantum chemistry calculation of a structure of composition C3HO3Sr, from the Open Molecules 2025 dataset.

Geometry as ORCA input:
```
! RIJCOSX wB97M-V def2-TZVPD def2/J DEFGRID3
* xyz 0 2
C 1.13 0.35 -0.99
C 0.07 0.66 -0.50
O 2.31 0.12 -1.51
H 2.23 -0.30 -2.38
O -0.94 1.32 0.16
C -1.67 0.64 1.16
O -1.02 -0.31 1.64
Sr -2.11 -2.48 2.41
*
```

The HOMO energy (alpha / beta) is -6.14 / -7.52 eV. The lowest unoccupied orbital energy (alpha / beta) is -0.42 / -0.78 eV. The total energy comes out at -10099.2519 eV. The value obtained for the energy above the lowest of the compared OMol25 structures with the same formula, charge and spin is 220.07 kJ/mol.

---

The following is a quantum chemistry calculation of a structure of composition C3HO3Y, from the Open Molecules 2025 dataset.

Geometry as ORCA input:
```
! RIJCOSX wB97M-V def2-TZVPD def2/J DEFGRID3
* xyz 1 2
O 0.04 1.08 -0.25
Y 3.93 0.14 0.41
O 1.75 -0.38 -0.30
C 0.56 -0.15 -0.01
O -0.34 -1.01 0.24
C -1.87 -0.06 0.11
H -2.72 -0.71 -0.05
C -1.35 1.10 -0.16
*
```

The HOMO energy (alpha / beta) is -10.94 / -10.95 eV. The lowest unoccupied orbital energy (alpha / beta) is -6.91 / -7.08 eV. The total energy comes out at -10298.7611 eV. The value obtained for the energy above the lowest of the compared OMol25 structures with the same formula, charge and spin is 9.82 kJ/mol.

---

The following is a quantum chemistry calculation of a cluster of 2 separate species, C3HO4 in total, from the Open Molecules 2025 dataset.

Geometry as ORCA input:
```
! RIJCOSX wB97M-V def2-TZVPD def2/J DEFGRID3
* xyz -1 1
C 1.10 0.20 0.42
C 0.25 0.98 -0.33
C -1.24 -0.65 -0.12
O 0.18 1.90 -1.13
O -1.22 -1.40 -1.05
O 1.40 0.05 1.60
O -1.86 -0.49 0.93
H 1.39 -0.60 -0.32
*
```

The HOMO energy is -3.36 eV. The lowest unoccupied orbital energy is 3.96 eV. The total energy comes out at -11316.6675 eV. The value obtained for the energy above the lowest of the compared OMol25 structures with the same formula, charge and spin is 139.13 kJ/mol.